C13H46LiN14O19 | ωB97M-V/def2-TZVPD

Structure (XYZ):
```
93
Properties=species:S:1:pos:R:3:forces:R:3
Li 2.738835 1.111321 1.910133 0.457 -0.191 -0.055
C -0.458130 1.729586 -0.766892 2.970 -0.827 1.402
C -1.556371 0.896968 -0.969610 -1.461 4.550 -3.682
C -1.497907 -0.464989 -0.418839 -3.635 -3.474 1.654
O -2.472555 -1.301339 -0.434768 -0.039 1.207 -1.752
C -0.508920 -0.926569 0.410915 5.214 2.490 0.744
C 0.622965 -0.074691 0.723422 -1.362 -0.616 -0.965
C 0.686061 1.379035 0.029069 -3.194 -2.064 -0.273
O 1.668400 2.080699 0.253693 1.493 0.250 0.853
O 1.565529 -0.436076 1.495979 -0.232 1.193 -0.706
O -2.468956 1.471596 -1.741784 1.513 -3.222 2.522
H -0.338836 2.636793 -1.340617 -0.364 -0.064 -0.242
H -0.391708 -1.947744 0.742364 -0.628 0.078 0.141
O -5.090609 -1.809202 0.846637 -0.709 -0.133 -0.422
H -4.968499 -1.586780 1.769601 0.245 -0.029 0.350
H -4.243528 -1.624204 0.441094 0.354 0.205 -0.237
O -1.388602 2.520198 -4.487943 0.075 0.049 -0.324
H -1.459002 2.552738 -3.533898 -0.069 0.211 0.427
H -0.563568 2.964623 -4.683004 0.244 0.151 -0.040
O 4.311829 2.289424 1.437360 -0.152 -0.265 0.165
H 4.102658 2.774058 0.638860 -0.196 0.265 -0.510
H 4.771500 2.922487 1.988870 0.155 0.032 0.257
O -3.522123 -2.780017 -3.293335 0.122 -0.848 0.021
H -3.684054 -2.052223 -3.893601 -0.080 0.572 -0.092
H -3.137422 -2.370784 -2.518248 -0.157 0.636 0.336
O -5.326621 -0.187106 -2.095643 -0.372 0.037 -0.294
H -4.425193 -0.014083 -1.824121 0.496 0.223 0.026
H -5.681610 -0.747788 -1.405820 -0.077 -0.192 0.318
O -1.694596 0.365366 3.247329 0.513 0.672 0.139
H -2.057331 -0.449674 3.594284 -0.432 -0.375 0.011
H -1.803830 0.292220 2.299199 -0.156 -0.140 -0.273
O -2.728314 4.421799 -2.028510 -0.288 0.584 -0.370
H -2.746709 3.473634 -1.898555 -0.077 -0.680 0.080
H -2.244391 4.758069 -1.274206 -0.016 -0.132 -0.114
O -2.672932 0.110304 -4.265946 -0.509 -0.971 -0.257
H -2.537215 0.873117 -3.703867 -0.098 0.143 0.158
H -1.829571 -0.342426 -4.263847 0.320 0.088 -0.115
C -0.327979 -4.872039 -1.935428 1.581 0.125 -1.802
O 0.619475 -5.625683 -2.121034 0.064 -0.918 0.158
N -0.236716 -3.885151 -1.056938 -0.117 1.930 2.854
N -1.360104 -4.743240 -2.770772 -1.068 -0.878 -0.698
H -0.957514 -3.189769 -0.926527 -0.025 -0.069 -0.127
H 0.552594 -3.833149 -0.428933 -0.237 -0.301 -0.270
H -1.325090 -5.315923 -3.601987 -0.315 0.135 0.307
H -2.183527 -4.197561 -2.560304 0.105 -0.076 -0.479
C 2.429245 -1.049809 -3.239558 -1.882 3.643 -0.999
O 1.929066 -0.006821 -3.623992 0.673 1.402 -1.673
N 1.768950 -1.696185 -2.351190 -1.493 -3.609 3.695
N 3.572636 -1.595378 -3.558403 2.545 -0.989 -0.825
H 0.880602 -1.376727 -1.992161 0.366 -0.078 -0.096
H 2.268916 -2.472153 -1.941311 -1.042 -0.133 0.467
H 3.707919 -2.480938 -3.091940 0.932 0.117 -0.910
H 4.129149 -1.213231 -4.309635 -0.051 -0.424 0.324
C 4.537986 -1.117990 2.976618 -1.133 0.375 0.465
O 4.060325 -0.092015 3.302858 -1.810 6.013 1.162
N 5.588249 -1.611581 3.500575 5.252 -1.900 2.592
N 3.966772 -1.862894 2.122821 -2.379 -4.609 -4.268
H 5.802083 -2.593363 3.398156 0.339 0.485 0.097
H 6.170718 -1.014888 4.070470 -0.239 -0.404 0.049
H 3.039908 -1.654423 1.779945 -0.034 0.212 0.227
H 4.214044 -2.840724 2.175799 -0.236 0.087 -0.572
C -0.755421 5.714173 -0.000067 1.893 -1.635 -0.231
O 0.169523 6.112305 -0.647030 1.738 0.884 -1.416
N -1.662574 6.409984 0.541067 -4.206 7.270 1.798
N -1.025605 4.488355 0.324960 0.883 -4.569 0.335
H -2.427182 6.138936 1.142730 0.422 -0.065 -0.396
H -1.610323 7.376104 0.251263 -0.453 0.118 0.436
H -0.424871 3.775093 -0.062965 -0.623 -0.244 0.671
H -1.880180 4.351646 0.845631 0.599 -1.082 -0.306
C -2.763150 -2.963524 3.083083 -1.102 1.847 0.238
O -3.486319 -1.986706 3.155438 -0.954 1.480 1.771
N -2.289645 -3.694419 4.053284 0.142 -1.049 3.526
N -2.332147 -3.311532 1.946553 2.186 -2.066 -5.854
H -2.345278 -3.203734 4.934334 0.337 -0.847 0.303
H -1.670501 -4.464664 3.844790 -0.064 0.447 0.644
H -1.700210 -4.091467 1.834884 -0.158 0.265 -0.224
H -2.475166 -2.699672 1.155817 -0.233 -0.123 -0.208
C 2.763178 3.768717 -2.583932 2.608 3.644 -1.823
O 3.065270 4.554355 -3.476333 -0.338 -0.931 -2.246
N 2.966567 2.536414 -2.364562 1.592 -7.278 -2.659
N 2.527157 4.254844 -1.429383 -2.584 4.135 5.320
H 3.285539 1.951980 -3.124040 -0.431 -0.305 0.230
H 2.671460 2.111063 -1.497329 0.075 -0.203 -0.613
H 2.134717 3.569826 -0.799437 -0.523 1.121 0.674
H 2.132297 5.179220 -1.527939 -0.339 0.068 0.946
C 1.071469 -1.261671 4.865365 -0.656 -0.733 3.416
O 1.250398 -1.810528 5.926335 0.803 -2.307 1.911
N 0.828403 -1.851144 3.732568 -0.240 -2.024 -3.133
N 0.884448 0.019818 4.878761 0.071 4.497 -1.943
H 0.870368 -2.857767 3.661533 0.225 0.407 0.196
H 0.857003 -1.292633 2.891525 -0.074 -0.398 -0.219
H 0.756703 0.605764 5.691435 0.296 -0.627 -0.244
H 0.797690 0.404153 3.948780 -0.559 0.761 0.542
```
Forces are in eV/Å.

Output
ΔE to the lowest compared entry with this formula, charge and spin	3.3934	eV
charge	-1
E	-2726.93855	Eh
frontier orbital gap	0.262	Eh

C5H8N2 | ωB97M-V/def2-TZVPD

Structure (XYZ):
```
15
Properties=species:S:1:pos:R:3:forces:R:3
C -1.724117 0.268822 0.359423 -0.049 -0.046 -0.077
C -0.464640 -0.375260 -0.193308 -0.230 -0.425 0.573
C 0.848620 0.623765 -0.339466 0.402 0.077 -0.126
C 0.096221 1.578725 -0.937928 -0.292 -0.388 -0.384
N -0.651556 1.832515 -1.875659 0.328 -0.136 0.486
N 0.566031 -0.170662 0.826740 0.014 0.094 0.112
C 1.525890 -1.280725 0.884461 0.177 -0.141 0.058
H -1.567508 1.053612 1.120506 0.125 -0.155 -0.183
H -2.417176 0.638018 -0.401874 0.118 -0.138 0.000
H -2.217672 -0.576327 0.847757 -0.044 0.041 0.118
H -0.937466 0.821356 -2.030517 -0.533 0.929 -0.742
H 1.661600 0.323221 -0.989255 0.167 0.026 0.118
H 1.772543 -1.666979 -0.113983 -0.062 0.035 0.088
H 1.066468 -2.095374 1.446870 0.023 0.166 0.000
H 2.442760 -0.974709 1.396232 -0.145 0.063 -0.040
```
Forces are in eV/Å.

Output
ΔE to the lowest compared entry with this formula, charge and spin	6.6355	eV
E	-304.59165	Eh
frontier orbital gap (alpha / beta)	0.296 / 0.296	Eh

CCl2F2 | ωB97M-V/def2-TZVPD

Structure (XYZ):
```
5
Properties=species:S:1:pos:R:3:forces:R:3
C -0.690064 -0.192079 0.372356 0.863 -0.912 -1.414
F -0.738134 -1.457769 -0.075904 -0.253 0.828 0.820
F 2.519965 0.575696 -0.661383 -0.844 0.004 0.618
Cl -1.936429 0.737347 -0.296526 0.173 0.082 0.366
Cl 0.844664 0.336806 0.661455 0.062 -0.002 -0.390
```
Forces are in eV/Å.

Output
ΔE to the lowest compared entry with this formula, charge and spin	4.2307	eV
E	-1158.06382	Eh
frontier orbital gap (alpha / beta)	0.366 / 0.262	Eh

CH2NO3S | ωB97M-V/def2-TZVPD

Structure (XYZ):
```
8
Properties=species:S:1:pos:R:3:forces:R:3
O 0.449213 -1.273887 0.096687 -1.511 1.944 -0.693
C 1.085048 -0.235623 -0.029329 0.972 0.054 1.220
O 0.567826 1.120059 -0.066554 -1.850 -3.971 -0.052
N 2.425501 -0.313225 0.067137 0.947 -2.235 -0.565
O 2.935951 -1.757372 -0.098994 -0.744 1.570 1.026
S 3.706882 0.741392 -0.008226 0.599 1.555 -0.037
H 1.191330 1.813107 -0.076425 2.125 0.618 -0.041
H 3.413116 -1.897686 0.755251 -0.538 0.466 -0.857
```
Forces are in eV/Å.

Output
ΔE to the lowest compared entry with this formula, charge and spin	2.3020	eV
SMILES	O=C(O)N(O)[S-]
charge	-1
E	-717.95682	Eh
frontier orbital gap	0.244	Eh

C35H26BiN9S2Se2Te2 | ωB97M-V/def2-TZVPD

Structure (XYZ):
```
77
Properties=species:S:1:pos:R:3:forces:R:3
Bi 0.803887 -0.667106 0.790296 -0.643 -1.224 0.046
C 0.129403 3.786737 -1.842893 0.343 0.762 -0.238
C 1.187054 3.776556 -2.762777 0.611 -1.764 0.991
C 1.814019 2.524666 -2.975892 -0.392 1.319 -0.959
C 1.272089 1.376592 -2.357887 -0.413 0.953 0.639
N 0.236877 1.439855 -1.488767 0.287 0.520 0.025
C -0.316854 2.656904 -1.230318 1.334 -2.152 -1.513
N 1.904151 0.210975 -2.718097 0.182 -0.678 0.603
C 1.521006 -0.968437 -2.348013 -0.878 1.161 -0.111
N 0.456060 -1.378399 -1.530918 0.530 -1.577 -0.783
C 0.273660 -2.768697 -1.858352 0.080 1.775 1.495
N -0.552164 -3.615902 -1.359852 0.647 0.448 -0.648
C -1.394228 -3.385511 -0.319785 -1.319 -0.679 1.575
C -2.466410 -4.395739 -0.260810 0.501 0.912 0.923
C -3.387054 -4.318625 0.791842 1.844 1.259 -1.005
C -3.268246 -3.226042 1.675070 -0.277 -0.451 0.787
C -2.137478 -2.434890 1.685003 0.363 0.746 -0.049
N -1.181170 -2.461181 0.696518 -1.121 -1.325 -0.506
C 1.279757 -3.141219 -2.841974 -0.409 -1.886 -0.319
C 1.437502 -4.338812 -3.512624 0.691 -0.652 -1.061
C 2.532266 -4.494853 -4.403596 -0.508 0.488 1.287
C 3.500142 -3.454025 -4.400807 -0.837 -0.861 -1.168
C 3.216347 -2.205367 -3.874796 1.143 0.531 0.689
C 2.112440 -2.101758 -3.044028 0.697 0.596 -0.704
H -0.337578 4.693153 -1.539652 -0.293 0.793 -0.124
H 1.553473 4.720661 -3.142788 0.055 -0.183 -0.329
H 2.647571 2.369091 -3.710823 -0.897 0.278 0.951
H -1.196590 2.626739 -0.646383 -0.608 0.131 0.893
H -2.423042 -5.225546 -1.004355 -0.081 0.933 0.761
H -4.090378 -5.079394 1.011574 -0.784 -0.533 -0.224
H -4.025023 -3.095992 2.470801 0.670 -0.100 -0.428
H -1.984439 -1.740717 2.570477 0.060 -0.736 -1.488
H 0.729102 -5.131253 -3.327929 -0.141 -0.117 -0.189
H 2.627160 -5.396055 -5.050185 0.150 0.740 0.859
H 4.416782 -3.667978 -4.929405 0.135 0.371 -0.217
H 3.914728 -1.346368 -3.980070 -0.606 -0.767 0.049
Se 0.543008 -0.961783 3.710663 0.335 0.483 -0.624
Te 1.304613 -3.239344 4.184659 0.658 -1.024 -0.345
Te 3.660970 -3.737715 2.690766 -1.002 0.878 -0.010
Se 2.803671 -2.897383 0.402851 -0.454 0.790 0.673
N -3.971878 1.950853 1.815612 1.635 2.395 1.502
C -5.000664 1.279524 1.224045 0.117 -1.714 -2.288
C -6.312948 1.473460 1.596044 -0.094 0.415 0.638
C -7.330009 0.768320 0.975141 -0.775 -0.434 -0.316
C -7.066122 -0.128077 -0.042439 0.885 -0.525 0.041
C -5.730138 -0.356681 -0.434065 0.571 0.219 0.149
C -4.660136 0.365666 0.150128 -3.695 0.010 0.660
S -3.097081 0.164847 -0.506622 0.848 0.151 0.390
N -2.199330 0.751502 0.793543 0.633 1.311 0.770
C -2.622363 1.658592 1.628848 -0.935 -2.658 -2.361
C -1.620910 2.401229 2.361735 0.329 0.920 1.790
C -1.959184 3.682659 2.801559 0.870 1.285 -0.172
C -1.001622 4.464654 3.511766 -0.940 -1.989 -0.758
C 0.107663 3.782373 3.969388 0.712 0.096 -0.244
C 0.377217 2.503452 3.477737 -0.656 -1.015 -0.309
N -0.450304 1.817008 2.646102 0.716 0.949 0.741
H -4.199925 2.718780 2.473205 0.207 -1.146 -0.704
H -6.570451 2.186290 2.401170 0.323 -0.460 -0.453
H -8.362475 0.863202 1.310500 0.281 0.217 -0.020
H -7.851307 -0.749633 -0.466180 0.075 0.289 0.001
H -5.486155 -1.116697 -1.211991 -0.271 0.703 0.645
H -2.888987 4.138303 2.439773 0.491 -0.051 0.255
H -1.127700 5.511495 3.657074 -0.302 0.525 0.396
H 0.842606 4.245807 4.628497 -0.203 -0.034 -0.249
H 1.277483 1.953736 3.797675 -0.460 0.364 -0.322
S 2.629607 1.458352 1.033840 1.239 -0.424 -0.195
C 4.318028 1.203310 0.713010 0.187 0.787 0.314
N 4.966679 0.047436 0.424767 0.696 -0.081 0.252
C 6.350892 -0.039135 0.162130 -1.622 -0.353 -0.799
C 7.076457 1.101054 0.083794 -0.039 0.479 0.311
C 6.450664 2.358880 0.374359 -0.351 -0.481 -0.390
C 5.134379 2.395244 0.732213 -0.009 -0.335 -0.220
H 4.422983 -0.831992 0.463496 0.018 0.180 -0.163
H 6.713017 -1.035532 -0.195226 -0.427 1.006 0.795
H 8.120200 1.052180 -0.180132 0.054 -0.006 -0.082
H 6.948853 3.311623 0.192722 0.235 -0.390 0.372
H 4.655902 3.342075 0.980039 0.001 -0.362 -0.175
```
Forces are in eV/Å.

Output
ΔE to the lowest compared entry with this formula, charge and spin	0.0000	eV
E	-8192.07356	Eh
frontier orbital gap	0.221	Eh

C2H3F2IO | ωB97M-V/def2-TZVPD

Structure (XYZ):
```
9
Properties=species:S:1:pos:R:3:forces:R:3
C 0.352026 0.771066 -0.610729 -2.561 -1.104 -2.052
C 0.192539 -0.463807 0.263267 -2.382 -1.519 3.405
O -1.687910 -1.210693 0.359237 3.265 1.908 -0.237
F 0.885784 -1.573377 0.085993 -0.772 0.813 -1.528
F 0.405148 -0.211149 1.579092 -0.551 0.687 -0.886
I 2.400094 1.152978 -0.974733 -0.035 0.020 -0.123
H -0.291238 0.554270 -1.586241 1.817 0.388 1.794
H -0.121539 1.684455 -0.193606 0.424 -0.968 0.249
H -2.134906 -0.703744 1.077720 0.795 -0.225 -0.622
```
Forces are in eV/Å.

Output
ΔE to the lowest compared entry with this formula, charge and spin	2.9213	eV
E	-650.57531	Eh
frontier orbital gap	0.354	Eh

Number 1: largest force on an atom 8.59 eV/A. Number 2: largest force on an atom 1.30 eV/A. Number 3: largest force on an atom 1.89 eV/A. Number 4: largest force on an atom 4.38 eV/A. Number 5: largest force on an atom 3.75 eV/A. Number 6: largest force on an atom 4.42 eV/A.